(1)
Below is the molecule C9H20O5Si at a distorted geometry, with properties calculated with the ωB97M-V functional and the def2-TZVPD basis.

The geometry in XYZ format:
```
35
Properties=species:S:1:pos:R:3:forces:R:3:nbo_charge:R:1
O -1.876 -0.297 2.024 0.05 -0.15 -0.13 -0.54
O -1.611 1.546 4.113 0.72 0.34 0.21 -0.49
O 2.488 -1.692 -1.302 -1.59 0.28 0.17 -0.89
O 1.337 0.800 -1.453 0.83 -0.97 -0.74 -0.91
O 0.238 -1.330 -2.839 -0.08 0.74 2.13 -0.89
C 3.545 -1.284 -2.102 1.28 0.29 0.59 -0.25
C 0.323 1.626 -1.975 -0.85 0.01 0.52 -0.25
C 0.774 -1.029 -4.085 0.51 -0.58 -0.23 -0.24
C -0.540 -0.544 2.432 0.71 -0.42 0.55 -0.08
C -2.145 1.060 1.716 0.23 -0.91 -0.30 -0.10
C -2.936 1.101 4.184 -0.84 0.58 -1.18 -0.11
C 0.460 -0.505 1.291 0.47 0.83 -0.33 -0.43
C -2.401 1.828 2.974 -1.40 -0.30 0.97 0.03
C 0.068 -1.296 0.054 0.68 0.09 -1.22 -0.93
Si 1.086 -0.853 -1.464 -1.34 -0.42 0.91 2.30
H 3.285 -0.447 -2.743 0.16 0.10 -0.29 0.17
H 3.911 -2.131 -2.659 0.23 -0.16 -0.44 0.18
H 4.305 -0.960 -1.388 0.46 0.16 -0.49 0.18
H -0.608 1.045 -2.017 -0.12 0.31 -0.26 0.17
H 0.528 2.042 -2.969 0.23 -0.15 0.21 0.18
H 0.160 2.433 -1.256 0.03 0.14 -0.23 0.18
H 0.077 -1.379 -4.837 0.02 0.16 -0.33 0.19
H 1.700 -1.582 -4.139 0.47 -0.28 -0.77 0.16
H 1.030 0.015 -4.203 -0.22 0.48 -0.19 0.16
H -0.506 -1.556 2.865 -0.39 0.28 -0.06 0.18
H -0.245 0.170 3.224 -0.07 -0.45 -0.42 0.20
H -1.309 1.475 1.134 -0.20 0.17 0.06 0.18
H -3.043 1.013 1.069 0.34 0.43 0.36 0.20
H -3.132 0.038 4.081 0.32 0.04 0.11 0.20
H -3.605 1.643 4.852 0.26 -0.01 0.04 0.17
H 1.437 -0.871 1.634 -0.20 0.09 0.22 0.22
H 0.646 0.559 1.024 -0.09 -0.56 0.01 0.20
H -2.715 2.864 2.851 0.24 0.01 0.07 0.18
H 0.231 -2.369 0.145 -0.23 -0.17 0.37 0.24
H -0.957 -1.134 -0.236 -0.62 -0.01 0.13 0.24
```
Forces are in eV/Å.

SMILES ... CO[Si](CCCOC[C@H]1CO1)(OC)OC
ΔE to the lowest compared entry with this formula, charge and spin ... 0.0 kJ/mol
Charge ... 0

(2)
Below is the ion C9H20P with charge +1 at a distorted geometry, with properties calculated with the ωB97M-V functional and the def2-TZVPD basis.

The geometry in XYZ format:
```
30
Properties=species:S:1:pos:R:3:forces:R:3:nbo_charge:R:1
C 1.969 -0.938 1.361 0.98 -2.22 0.26 -0.62
C -0.143 0.346 -1.476 2.05 1.30 -0.45 0.07
C -0.657 -0.431 -0.412 0.21 -1.40 0.94 -0.13
C -0.916 1.479 -2.007 2.67 0.55 -1.06 -0.69
C 1.191 -0.031 -2.087 0.42 0.83 0.86 -0.68
C -0.412 -1.945 -0.490 0.76 0.73 1.07 -0.65
C -2.126 -0.248 -0.007 1.12 3.32 -0.43 -0.63
C 1.158 1.775 1.073 -0.64 1.12 -1.16 -0.99
C -0.410 -0.145 2.619 -0.46 -0.52 0.51 -0.99
P 0.638 0.065 1.173 -4.18 0.53 -1.11 1.40
H 1.922 -1.982 1.624 -0.53 -0.12 0.63 0.24
H 2.816 -0.826 0.771 1.59 0.86 -0.86 0.23
H -1.351 0.872 -2.758 -1.96 0.29 -1.37 0.25
H -0.181 2.150 -2.634 -1.74 -0.60 1.61 0.24
H -1.586 1.893 -1.255 -0.02 0.46 -0.74 0.23
H 0.940 -0.875 -2.697 0.57 -0.69 -0.77 0.24
H 1.939 -0.369 -1.306 -0.73 0.23 -0.85 0.20
H 1.706 0.776 -2.688 -0.85 -0.86 0.59 0.24
H -0.829 -2.518 -1.275 -0.36 0.10 -1.55 0.25
H -0.988 -2.304 0.331 0.22 -0.84 1.14 0.22
H 0.654 -2.149 -0.395 -0.17 -0.52 -0.08 0.21
H -2.291 0.824 0.317 -0.13 -1.00 -0.56 0.21
H -2.250 -0.779 0.875 -0.87 -1.42 1.32 0.22
H -2.825 -0.478 -0.822 0.29 -0.20 0.33 0.26
H 0.537 2.314 1.801 -0.05 0.09 -0.42 0.28
H 1.019 2.225 0.005 0.26 -0.90 1.96 0.29
H 2.171 1.914 1.431 0.33 -0.12 -0.21 0.28
H -1.273 0.556 2.655 0.87 -0.35 0.07 0.28
H 0.331 -0.002 3.371 0.21 0.85 1.36 0.26
H -0.754 -1.168 2.901 0.13 0.50 -1.02 0.28
```
Forces are in eV/Å.

Multiplicity ... 3
E_tot ... -695.85645 Ha
Charge ... +1

(3)
Below is the molecule C9H21BO3 at a distorted geometry, with properties calculated with the ωB97M-V functional and the def2-TZVPD basis.

The geometry in XYZ format:
```
34
Properties=species:S:1:pos:R:3:forces:R:3:nbo_charge:R:1
O -0.493 1.072 -0.877 1.40 -1.33 2.08 -0.73
O -0.679 -0.343 1.092 0.86 0.74 -1.11 -0.74
O 1.536 0.217 0.212 -2.40 0.76 -0.87 -0.73
B 0.145 0.325 0.172 -1.24 -0.12 -0.62 1.30
C -0.151 3.914 -0.761 -0.25 0.37 -1.52 -0.61
C -2.540 -1.395 -1.233 0.61 0.24 -0.01 -0.61
C 2.206 -3.214 1.611 -0.18 -0.30 0.21 -0.61
C 0.510 1.718 -1.624 1.14 0.19 -0.75 -0.07
C -2.084 -0.119 0.964 -0.59 1.23 -0.89 -0.06
C 2.047 -0.716 1.102 0.68 -0.75 0.24 -0.05
C 1.014 2.956 -0.893 -0.14 0.41 -0.78 -0.42
C -2.822 -1.250 0.255 -0.62 0.01 -0.21 -0.42
C 1.851 -2.143 0.585 0.17 0.22 -0.11 -0.42
H 0.060 4.786 -0.191 0.34 0.77 0.59 0.21
H -1.030 3.457 -0.349 -0.35 -0.40 0.33 0.21
H -0.444 4.267 -1.780 0.16 -0.19 0.65 0.20
H -2.768 -0.458 -1.729 -0.03 0.13 -0.25 0.21
H -1.482 -1.596 -1.395 0.16 0.08 -0.07 0.20
H -3.069 -2.201 -1.741 -0.27 -0.03 0.31 0.21
H 3.273 -3.228 1.867 -0.23 0.17 -0.03 0.20
H 1.965 -4.220 1.242 0.04 0.26 -0.01 0.21
H 1.622 -3.077 2.539 0.29 0.02 -0.32 0.21
H 0.083 1.994 -2.586 -0.08 0.06 -0.08 0.18
H 1.339 1.011 -1.787 -0.27 0.39 -0.26 0.19
H -2.264 0.870 0.452 0.16 -1.05 0.26 0.19
H -2.472 0.030 1.954 -0.15 -0.27 0.65 0.18
H 3.085 -0.449 1.177 0.74 -0.24 0.22 0.18
H 1.604 -0.532 2.064 -0.28 -0.42 0.66 0.18
H 1.824 3.443 -1.485 -0.39 -0.42 0.41 0.21
H 1.409 2.678 0.077 0.19 -0.07 0.14 0.21
H -3.915 -1.141 0.377 0.41 0.30 0.19 0.21
H -2.585 -2.167 0.759 0.24 -0.64 0.38 0.20
H 2.419 -2.267 -0.351 0.03 0.05 0.36 0.20
H 0.806 -2.220 0.283 -0.14 -0.19 0.17 0.21
```
Forces are in eV/Å.

SMILES ... CCCOB(OCCC)OCCC
ΔE to the lowest compared entry with this formula, charge and spin ... 50.9 kJ/mol
Charge ... 0